P.
Molecular formula: C8H11N
Method: DFT, wB97M-V/def2-TZVPD

Cartesian coordinates (Å):
C (-1.89, 0.29, -0.48)
C (-1.35, 0.42, 0.96)
C (0.19, 0.07, 0.80)
C (0.76, 1.14, -0.03)
C (2.14, 0.74, -0.46)
C (2.29, -0.62, -0.21)
C (1.19, -0.99, 0.60)
C (-0.23, -1.15, 0.00)
H (-1.84, 1.24, -1.22)
H (-2.83, -0.14, -0.41)
H (-1.33, 1.44, 1.25)
H (-1.98, -0.22, 1.58)
H (0.24, 1.23, -1.01)
H (0.59, 2.15, 0.52)
H (2.90, 1.51, -0.80)
H (3.03, -1.23, -0.61)
H (1.27, -1.75, 1.43)
H (-0.67, -1.96, 0.78)
H (-1.46, -1.42, -1.59)
N (-1.04, -0.73, -1.09)

As for the SMILES: C1=C[C@@H]2[C@@H]3NCC[C@]23C1.

Q.
Molecular formula: C8H11N
Method: DFT, wB97M-V/def2-TZVPD

Cartesian coordinates (Å):
C (-0.73, -1.56, 0.62)
C (0.42, -1.33, 1.22)
C (0.41, 0.47, -0.45)
C (0.83, 0.14, 0.91)
C (-1.57, -0.66, -0.37)
C (1.31, 0.86, -1.49)
C (2.22, 0.71, 1.18)
C (-3.09, -0.61, -0.45)
N (-0.86, 0.29, -0.82)
H (-1.22, -2.45, 0.68)
H (0.13, 0.43, 1.73)
H (1.55, 1.93, -1.36)
H (1.00, 0.67, -2.57)
H (2.29, 0.34, -1.21)
H (2.86, 0.24, 0.55)
H (2.52, 0.59, 2.21)
H (2.10, 1.79, 1.00)
H (-3.41, -1.64, -0.91)
H (-3.17, 0.26, -1.07)
H (-3.58, -0.48, 0.60)

Which of them is most stable? Easy: Q.

P.
Molecular formula: C3H8OS
Method: DFT, wB97M-V/def2-TZVPD

Cartesian coordinates (Å):
O (-2.16, 0.32, 0.02)
C (-1.85, 1.50, 0.02)
H (-1.06, 2.09, -0.68)
H (-2.48, 2.30, 0.53)
C (0.32, -1.48, -0.94)
S (1.56, -1.56, 0.36)
C (1.47, 0.12, 0.98)
H (0.25, -0.56, -1.73)
H (0.39, -2.39, -1.47)
H (-0.64, -1.53, -0.37)
H (0.84, 0.76, 0.24)
H (2.53, 0.42, 1.14)
H (0.83, 0.01, 1.90)

As for the SMILES: C=O.CSC.

Q.
Molecular formula: C3H8OS
Method: DFT, wB97M-V/def2-TZVPD

Cartesian coordinates (Å):
C (1.00, -0.35, 0.94)
C (1.14, 1.08, 1.33)
C (-1.18, -0.30, -1.46)
O (-1.58, -0.84, 1.12)
S (-0.48, -0.79, 0.18)
H (1.61, -0.34, -1.13)
H (0.73, 1.80, 0.63)
H (0.63, 1.20, 2.29)
H (2.20, 1.30, 1.48)
H (-1.04, 0.77, -1.60)
H (-0.62, -0.85, -2.21)
H (-2.23, -0.56, -1.45)
H (-0.19, -2.11, -0.14)

R.
Molecular formula: C3H8OS
Method: DFT, wB97M-V/def2-TZVPD

Cartesian coordinates (Å):
C (0.39, -2.27, -0.83)
C (-0.89, 1.05, -0.75)
C (0.63, 0.94, 1.57)
O (-0.14, -2.19, -1.86)
S (-0.96, 0.23, 0.98)
H (0.28, -1.41, -0.12)
H (0.96, -3.20, -0.69)
H (-0.18, 1.84, -0.70)
H (-0.70, 0.40, -1.53)
H (-1.91, 1.46, -0.79)
H (0.69, 0.47, 2.53)
H (1.39, 0.73, 0.74)
H (0.45, 1.93, 1.45)

As for the SMILES: C=O.CSC.

Which of them is most stable? Easy: R.

P.
Molecular formula: C17H32O4
Method: DFT, wB97M-V/def2-TZVPD

Cartesian coordinates (Å):
C (-5.74, -2.95, 1.07)
C (-4.93, -2.11, -0.07)
C (-5.70, -0.74, -0.41)
C (-5.21, -0.05, -1.56)
C (-3.82, 0.32, -1.45)
C (-3.80, 1.36, -0.05)
C (-2.49, 2.05, 0.14)
C (-1.25, 1.26, 0.15)
C (0.03, 2.05, 0.32)
C (1.31, 1.10, 0.80)
C (1.67, 0.42, -0.30)
C (2.76, -0.62, -0.02)
H (3.11, -1.57, -0.86)
H (2.56, -1.24, 0.97)
C (4.15, -0.01, 0.36)
C (4.50, 0.92, -0.49)
O (5.00, 0.47, -1.65)
O (4.40, 2.18, -0.17)
H (4.79, 2.93, -1.04)
H (3.96, 0.64, 1.51)
C (5.26, -1.00, 0.68)
C (5.62, -1.55, -0.38)
O (5.09, -2.36, -1.07)
O (6.88, -1.20, -0.78)
H (7.13, -1.47, -2.06)
C (6.54, -0.29, 1.48)
H (6.88, 0.31, 0.88)
H (6.15, 0.27, 2.40)
H (7.18, -1.06, 1.80)
H (4.93, -1.83, 1.47)
H (2.05, 0.93, -1.23)
H (0.86, -0.42, -0.76)
H (2.13, 1.85, 1.10)
H (0.99, 0.43, 1.66)
H (0.27, 2.47, -0.52)
H (-0.02, 2.99, 1.22)
H (-1.10, 0.52, -0.71)
H (-1.43, 0.72, 1.46)
H (-2.24, 2.74, -0.96)
H (-2.57, 3.06, 0.85)
H (-3.81, 0.81, 0.98)
H (-4.68, 2.26, 0.06)
H (-3.27, -0.39, -1.13)
H (-3.57, 0.89, -2.17)
H (-5.37, -0.58, -2.51)
H (-5.77, 0.77, -1.74)
H (-5.84, -0.32, 0.56)
H (-6.75, -1.25, -0.61)
H (-4.06, -1.75, 0.20)
H (-5.09, -2.62, -0.93)
H (-5.20, -3.80, 1.15)
H (-5.89, -2.35, 1.85)
H (-6.59, -3.18, 0.53)

Q.
Molecular formula: C17H32O4
Method: DFT, wB97M-V/def2-TZVPD

Cartesian coordinates (Å):
C (1.36, 2.05, 0.60)
O (1.03, 2.24, 1.96)
C (2.15, 2.26, 2.82)
C (2.95, 0.94, 2.85)
C (2.05, -0.30, 2.79)
C (2.66, -1.47, 1.97)
C (1.82, -1.88, 0.75)
C (2.48, -1.51, -0.59)
C (1.49, -1.56, -1.77)
C (1.43, -0.27, -2.59)
C (0.05, -0.01, -3.20)
C (-0.91, 0.75, -2.27)
C (-1.93, -0.14, -1.52)
O (-1.40, -0.65, -0.32)
C (-1.78, 0.23, 0.76)
C (-2.52, 1.40, 0.12)
C (-3.15, 0.68, -1.11)
C (-4.38, -0.09, -0.55)
C (-4.45, -1.55, -0.91)
O (-4.11, -2.03, -1.97)
O (-5.07, -2.33, 0.05)
H (0.93, 1.11, 0.25)
H (2.43, 2.07, 0.42)
H (0.89, 2.85, 0.02)
H (2.83, 3.06, 2.50)
H (1.80, 2.52, 3.82)
H (3.50, 0.93, 3.78)
H (3.64, 0.96, 2.01)
H (1.91, -0.68, 3.80)
H (1.07, -0.06, 2.40)
H (2.80, -2.33, 2.62)
H (3.65, -1.20, 1.62)
H (0.85, -1.39, 0.77)
H (1.67, -2.96, 0.78)
H (2.92, -0.52, -0.50)
H (3.30, -2.21, -0.74)
H (1.80, -2.39, -2.41)
H (0.52, -1.82, -1.36)
H (2.16, -0.36, -3.40)
H (1.72, 0.59, -1.99)
H (-0.41, -0.96, -3.47)
H (0.18, 0.54, -4.13)
H (-0.32, 1.31, -1.54)
H (-1.44, 1.51, -2.85)
H (-2.21, -0.88, -2.26)
H (-0.91, 0.54, 1.34)
H (-2.41, -0.36, 1.43)
H (-3.22, 1.88, 0.80)
H (-1.76, 2.14, -0.15)
H (-3.48, 1.46, -1.79)
H (-5.29, 0.37, -0.94)
H (-4.44, 0.02, 0.53)
H (-4.47, -2.48, 0.79)

As for the SMILES: COCCCCCCCCCC[C@H]1OCC[C@@H]1CC(=O)O.

Which of them is most stable? Easy: Q.

P.
Molecular formula: C39H38Cl2FN7O5RuS3
Method: DFT, wB97M-V/def2-TZVPD

Cartesian coordinates (Å):
Ru (-1.77, -0.62, 0.81)
C (0.24, -5.46, 5.76)
C (-0.78, -4.52, 5.21)
C (-1.82, -4.04, 5.99)
C (-2.78, -3.18, 5.47)
C (-2.69, -2.82, 4.14)
C (-1.65, -3.27, 3.35)
C (-0.70, -4.11, 3.88)
S (-3.93, -1.79, 3.34)
O (-4.83, -1.26, 4.32)
O (-4.51, -2.57, 2.28)
N (-3.02, -0.64, 2.61)
C (-2.70, 0.55, 3.17)
C (-3.07, 1.00, 4.45)
C (-2.61, 2.23, 4.87)
C (-1.82, 3.00, 4.02)
C (-1.52, 2.50, 2.77)
N (-1.93, 1.31, 2.36)
H (-0.10, -5.91, 6.69)
H (1.17, -4.92, 5.96)
H (0.47, -6.25, 5.05)
H (-1.88, -4.34, 7.03)
H (-3.59, -2.80, 6.07)
H (-1.63, -2.95, 2.31)
H (0.12, -4.46, 3.27)
H (-3.69, 0.38, 5.07)
H (-2.86, 2.59, 5.85)
H (-1.45, 3.97, 4.32)
H (-0.91, 3.06, 2.07)
Cl (-0.30, -2.91, 0.00)
C (1.08, -3.04, 1.05)
C (1.83, -4.20, 1.00)
C (2.94, -4.33, 1.81)
C (3.30, -3.30, 2.66)
C (2.54, -2.15, 2.71)
Cl (3.02, -0.89, 3.77)
C (1.39, -1.98, 1.91)
S (0.47, -0.51, 2.04)
H (1.54, -4.98, 0.31)
H (3.53, -5.23, 1.77)
H (4.17, -3.38, 3.30)
F (4.32, 0.06, -1.41)
C (3.31, 0.83, -1.88)
C (2.04, 0.54, -1.44)
C (0.94, 1.27, -1.92)
C (-0.40, 0.84, -1.58)
O (-0.58, -0.28, -1.02)
C (-1.46, 1.67, -2.06)
C (-1.20, 2.71, -2.90)
N (0.07, 3.06, -3.28)
C (0.24, 4.07, -4.27)
C (-0.52, 5.35, -4.18)
C (0.95, 5.35, -3.93)
C (1.15, 2.34, -2.81)
C (2.46, 2.63, -3.21)
C (3.55, 1.87, -2.79)
N (4.83, 2.21, -3.30)
C (4.96, 2.30, -4.74)
C (5.97, 3.42, -5.04)
N (6.84, 3.55, -3.84)
C (7.25, 2.21, -3.35)
C (6.00, 1.56, -2.73)
C (-2.85, 1.28, -1.62)
O (-3.78, 1.31, -2.44)
O (-2.99, 0.93, -0.42)
H (1.88, -0.27, -0.75)
H (-2.00, 3.29, -3.33)
H (0.41, 3.66, -5.27)
H (-1.17, 5.50, -3.33)
H (-0.89, 5.79, -5.09)
H (1.29, 5.49, -2.91)
H (1.60, 5.80, -4.66)
H (2.63, 3.45, -3.88)
H (3.99, 2.54, -5.19)
H (5.30, 1.35, -5.17)
H (5.47, 4.38, -5.20)
H (6.57, 3.19, -5.92)
H (6.25, 3.95, -3.10)
H (7.64, 4.16, -4.03)
H (8.04, 2.31, -2.61)
H (7.63, 1.63, -4.20)
H (5.99, 1.72, -1.65)
H (6.03, 0.48, -2.93)
C (-6.01, -3.80, 0.02)
N (-6.00, -2.48, -0.55)
C (-7.08, -1.76, -0.96)
C (-6.62, -0.58, -1.45)
N (-5.27, -0.58, -1.32)
C (-4.89, -1.74, -0.75)
S (-3.31, -2.29, -0.46)
H (-7.04, -4.13, 0.16)
H (-5.50, -3.78, 0.98)
H (-5.49, -4.50, -0.64)
H (-8.08, -2.14, -0.88)
H (-7.13, 0.25, -1.89)
H (-4.67, 0.20, -1.69)

Its spin multiplicity is 2. Its total charge is +1.

Q.
Molecular formula: C39H38Cl2FN7O5RuS3
Method: DFT, wB97M-V/def2-TZVPD

Cartesian coordinates (Å):
Ru (0.17, 0.01, 0.39)
C (0.10, -5.43, 4.93)
C (0.03, -3.95, 4.66)
C (0.64, -3.06, 5.54)
C (0.62, -1.70, 5.29)
C (-0.04, -1.22, 4.18)
C (-0.67, -2.08, 3.30)
C (-0.64, -3.44, 3.55)
S (-0.02, 0.55, 3.87)
O (0.72, 1.20, 4.93)
O (-1.37, 0.99, 3.65)
N (0.77, 0.63, 2.44)
C (2.10, 0.55, 2.29)
C (3.06, 0.51, 3.32)
C (4.38, 0.33, 2.97)
C (4.74, 0.21, 1.63)
C (3.75, 0.31, 0.68)
N (2.47, 0.47, 0.99)
H (1.10, -5.69, 5.28)
H (-0.14, -6.01, 4.05)
H (-0.60, -5.71, 5.72)
H (1.14, -3.44, 6.42)
H (1.10, -1.01, 5.96)
H (-1.18, -1.68, 2.42)
H (-1.15, -4.12, 2.88)
H (2.74, 0.63, 4.34)
H (5.13, 0.28, 3.74)
H (5.77, 0.04, 1.34)
H (3.96, 0.24, -0.38)
Cl (0.96, -0.18, -2.19)
C (1.03, 1.37, -2.94)
C (1.37, 1.46, -4.28)
C (1.46, 2.70, -4.89)
C (1.19, 3.85, -4.16)
C (0.82, 3.75, -2.84)
Cl (0.44, 5.18, -1.95)
C (0.73, 2.51, -2.18)
S (0.24, 2.46, -0.52)
H (1.55, 0.56, -4.84)
H (1.73, 2.77, -5.93)
H (1.26, 4.83, -4.62)
F (-3.00, 5.72, 0.75)
C (-3.62, 4.56, 0.41)
C (-2.96, 3.37, 0.56)
C (-3.59, 2.18, 0.19)
C (-2.86, 0.91, 0.32)
O (-1.83, 0.82, 0.99)
C (-3.49, -0.19, -0.38)
C (-4.78, -0.10, -0.78)
N (-5.53, 1.03, -0.66)
C (-6.94, 1.00, -0.94)
C (-7.45, 1.49, -2.26)
C (-7.51, 0.03, -1.93)
C (-4.92, 2.20, -0.28)
C (-5.57, 3.43, -0.38)
C (-4.93, 4.62, -0.06)
N (-5.63, 5.84, -0.29)
C (-6.62, 6.26, 0.68)
C (-7.66, 7.11, -0.06)
N (-6.98, 8.27, -0.71)
C (-5.89, 7.81, -1.61)
C (-4.90, 6.97, -0.81)
C (-2.73, -1.45, -0.72)
O (-3.33, -2.46, -1.03)
O (-1.45, -1.36, -0.71)
H (-1.95, 3.33, 0.96)
H (-5.23, -0.98, -1.20)
H (-7.52, 1.22, -0.05)
H (-6.71, 1.80, -2.99)
H (-8.36, 2.05, -2.29)
H (-6.85, -0.63, -2.46)
H (-8.46, -0.41, -1.69)
H (-6.59, 3.48, -0.73)
H (-6.17, 6.84, 1.50)
H (-7.10, 5.38, 1.11)
H (-8.43, 7.47, 0.63)
H (-8.12, 6.51, -0.84)
H (-6.57, 8.86, 0.03)
H (-7.67, 8.83, -1.22)
H (-5.40, 8.68, -2.06)
H (-6.33, 7.20, -2.40)
H (-4.44, 7.59, -0.02)
H (-4.10, 6.62, -1.47)
C (2.22, -5.43, 1.19)
N (1.11, -5.00, 0.40)
C (0.23, -5.79, -0.30)
C (-0.66, -4.97, -0.92)
N (-0.32, -3.69, -0.60)
C (0.75, -3.71, 0.21)
S (1.56, -2.36, 0.83)
H (2.36, -6.50, 1.07)
H (2.06, -5.20, 2.25)
H (3.12, -4.90, 0.87)
H (0.29, -6.86, -0.29)
H (-1.48, -5.19, -1.56)
H (-0.86, -2.80, -0.80)

Its spin multiplicity is 2. Its total charge is +1.

Which of them is most stable? Easy: Q.

P.
Molecular formula: C5H15N2
Method: DFT, wB97M-V/def2-TZVPD

Cartesian coordinates (Å):
C (1.39, -1.14, 1.62)
C (0.85, -0.46, 0.38)
C (-0.13, 0.72, 0.74)
C (-0.85, 1.36, -0.42)
C (-1.73, 0.44, -1.33)
N (-2.04, -0.89, -0.74)
N (2.09, 0.23, -0.39)
H (0.61, -1.75, 2.08)
H (1.67, -0.49, 2.45)
H (2.10, -1.95, 1.41)
H (0.38, -1.17, -0.33)
H (0.33, 1.39, 1.46)
H (-0.91, 0.01, 1.11)
H (-0.17, 1.79, -1.16)
H (-1.53, 2.10, 0.02)
H (-2.66, 0.92, -1.67)
H (-1.22, 0.21, -2.28)
H (-2.38, -1.55, -1.42)
H (-2.73, -0.67, -0.04)
H (2.67, 0.53, 0.38)
H (1.67, 0.91, -1.02)
H (2.59, -0.53, -0.84)

As for the SMILES: C[C@H]([NH3+])CCCN. Its total charge is +1.

Q.
Molecular formula: C5H15N2
Method: DFT, wB97M-V/def2-TZVPD

Cartesian coordinates (Å):
C (-0.01, 0.10, 1.38)
N (-1.09, 1.07, 1.08)
C (-2.45, 0.55, 1.26)
C (0.36, -0.34, 0.00)
N (1.38, -1.81, 0.29)
C (0.72, 0.57, -2.32)
C (1.10, 0.64, -0.87)
H (-0.43, -0.70, 1.98)
H (0.71, 0.63, 2.02)
H (-1.06, 1.48, 0.15)
H (-2.51, -0.02, 2.18)
H (-3.18, 1.35, 1.37)
H (-2.80, -0.09, 0.44)
H (-0.49, -0.84, -0.45)
H (0.73, -2.56, 0.50)
H (1.78, -2.02, -0.62)
H (2.11, -1.65, 0.97)
H (1.12, 1.33, -2.99)
H (1.13, -0.32, -2.82)
H (-0.36, 0.51, -2.48)
H (1.06, 1.65, -0.45)
H (2.17, 0.49, -0.63)

As for the SMILES: CC[C@@H]([NH3+])CNC. Its total charge is +1.

R.
Molecular formula: C5H15N2
Method: DFT, wB97M-V/def2-TZVPD

Cartesian coordinates (Å):
C (-1.55, 1.74, 1.01)
C (-0.96, 0.39, 0.65)
C (-0.03, 0.52, -0.55)
C (0.53, -0.80, -1.06)
C (2.82, -0.60, -0.10)
N (1.58, -1.35, -0.18)
N (-2.13, -0.54, 0.33)
H (-2.37, 1.69, 1.72)
H (-1.73, 2.37, 0.14)
H (-0.78, 2.34, 1.53)
H (-0.37, 0.07, 1.51)
H (0.76, 1.12, -0.11)
H (-0.52, 1.03, -1.38)
H (-0.20, -1.61, -1.21)
H (0.87, -0.72, -2.11)
H (3.40, -0.52, -1.04)
H (2.61, 0.44, 0.12)
H (3.49, -1.06, 0.62)
H (1.76, -2.26, -0.57)
H (-1.88, -1.49, 0.57)
H (-2.32, -0.49, -0.68)
H (-2.99, -0.30, 0.80)

As for the SMILES: CNCC[C@@H](C)[NH3+]. Its total charge is +1.

Which of them is most stable? Easy: R.

P.
Molecular formula: C4H12O3
Method: DFT, wB97M-V/def2-TZVPD

Cartesian coordinates (Å):
C (-0.05, -2.71, 0.38)
C (0.64, 1.15, -0.02)
O (0.96, 1.44, -1.48)
C (0.86, -0.31, 0.19)
C (-0.20, -1.24, 0.24)
H (-0.31, -3.29, -0.55)
H (1.05, -2.97, 0.41)
H (-0.65, -3.05, 1.26)
H (1.35, 1.55, 0.72)
H (-0.41, 1.27, 0.17)
H (1.25, 2.40, -1.55)
H (1.82, -0.74, 0.37)
H (-1.12, -0.63, 0.11)
H (0.24, 0.26, 2.15)
H (-1.03, 0.48, 3.23)
O (-0.11, 0.64, 3.00)
H (-2.17, 0.83, -3.06)
H (-0.81, 1.05, -2.25)
O (-1.69, 0.60, -2.24)

As for the SMILES: C/C=C/CO.O.O.

Q.
Molecular formula: C4H12O3
Method: DFT, wB97M-V/def2-TZVPD

Cartesian coordinates (Å):
C (0.01, -2.29, -0.22)
C (0.00, 1.55, 0.19)
O (-0.64, 2.45, -0.74)
C (-0.49, 0.14, 0.06)
C (0.38, -0.84, -0.20)
H (0.03, -2.66, -1.26)
H (-0.98, -2.50, 0.17)
H (0.76, -2.91, 0.28)
H (-0.17, 1.95, 1.20)
H (1.07, 1.53, -0.02)
H (-0.39, 3.33, -0.46)
H (-1.56, -0.02, -0.03)
H (1.43, -0.63, 0.00)
H (0.80, -0.56, 3.84)
H (0.27, -0.60, 2.41)
O (0.60, 0.00, 3.09)
H (-0.70, 0.04, -2.56)
H (-0.16, 1.38, -2.58)
O (-0.28, 0.63, -3.18)

As for the SMILES: C/C=C/CO.O.O.

Which of them is most stable? Easy: Q.